Here is a molecular structure, C51H56Cl5FGeHfN8O4P from the Open Molecules 2025 dataset. Energies are from the ωB97M-V functional and the def2-TZVPD basis.

Each line ends with the Mulliken spin population.
Atoms and positions in Å:
Hf: -0.5640 0.2146 1.8690  0.3103
Cl: 2.6756 3.3557 7.9826  0.0018
C: 2.2221 2.5188 6.5505  0.0075
C: 2.9353 1.3949 6.1488  -0.0093
C: 2.5941 0.7200 4.9902  -0.0236
Cl: 3.4957 -0.7010 4.5518  0.0163
C: 1.5242 1.1326 4.1894  -0.0051
O: 1.2227 0.5075 3.0614  -0.0799
C: 0.7919 2.2424 4.6440  0.0265
C: -0.3794 2.7101 3.9546  -0.0025
O: -0.9079 2.1988 2.9606  0.0104
C: 1.1517 2.9389 5.8026  -0.0017
H: 3.7661 1.0447 6.7501  -0.0001
H: -0.8612 3.6044 4.3650  -0.0014
H: 0.5779 3.8063 6.1142  0.0004
C: 0.1570 2.9791 -3.0677  0.0000
N: -0.1550 2.7586 -1.6496  -0.0001
C: 0.1417 1.7127 -0.9186  0.0016
N: -0.3023 1.8973 0.3175  0.0045
C: -0.9154 3.1290 0.2613  -0.0003
N: -0.8434 3.6872 -0.9169  0.0001
C: -1.0062 2.7178 -3.9945  0.0000
C: -0.7566 2.7533 -5.3613  0.0000
C: -1.7883 2.5482 -6.2637  0.0000
C: -3.0760 2.3079 -5.8093  0.0000
C: -3.3231 2.2689 -4.4436  0.0000
C: -2.2897 2.4712 -3.5356  0.0000
C: -4.6966 2.0275 -3.9783  0.0001
N: -5.7299 1.7778 -4.6853  0.0000
N: -6.8034 1.6491 -3.7642  0.0000
C: -6.2917 1.8287 -2.6079  0.0000
O: -4.9528 2.0728 -2.6434  0.0000
C: -6.9738 1.7831 -1.3067  0.0000
C: -8.3372 1.5030 -1.2820  0.0000
C: -8.9991 1.4274 -0.0710  0.0000
C: -8.3035 1.6078 1.1186  0.0000
C: -6.9475 1.8902 1.0949  0.0000
C: -6.2061 2.0431 2.4011  0.0001
N: -4.9584 1.2584 2.3962  0.0001
C: -3.7217 1.6708 2.1920  -0.0012
N: -2.9231 0.6236 2.0511  -0.0003
C: -3.7769 -0.4457 2.1839  -0.0031
N: -5.0166 -0.1025 2.4000  -0.0005
C: -6.2853 1.9901 -0.1225  0.0000
H: 0.9903 2.3201 -3.3063  0.0000
H: 0.5043 4.0057 -3.1473  0.0000
H: 0.6661 0.8434 -1.2764  -0.0034
H: -1.3886 3.6046 1.1016  -0.0003
H: 0.2470 2.9510 -5.7268  0.0000
H: -1.5890 2.5817 -7.3274  0.0000
H: -3.8948 2.1520 -6.5007  0.0000
H: -2.5134 2.4611 -2.4767  -0.0002
H: -8.8597 1.3422 -2.2162  0.0000
H: -10.0588 1.2073 -0.0476  0.0000
H: -8.8228 1.5172 2.0679  0.0000
H: -6.8126 1.6669 3.2185  0.0000
H: -5.9289 3.0736 2.6178  0.0000
H: -3.4365 2.7108 2.1479  -0.0003
H: -3.4655 -1.4755 2.1081  0.0021
H: -5.2214 2.2045 -0.1630  0.0000
O: 1.1325 -0.6351 0.7770  -0.1636
P: 2.5503 -1.1162 0.3716  -0.0802
C: 3.7591 0.1678 0.7924  0.0053
C: 5.1936 0.0050 0.2164  -0.0006
C: 5.4143 0.5949 -1.1812  0.0000
C: 4.9010 2.0284 -1.2858  0.0002
C: 3.4401 2.1240 -0.8604  -0.0006
C: 3.2491 1.6093 0.5695  -0.0069
C: 2.9023 -2.5567 1.3878  0.0739
C: 2.0550 -3.8092 0.9729  0.0489
C: 2.8459 -5.1042 1.1554  -0.0021
C: 3.4750 -5.1572 2.5459  -0.0016
C: 4.4493 -3.9686 2.7720  0.0050
C: 4.3734 -2.9205 1.6526  -0.0082
C: 2.6158 -1.4669 -1.3986  0.0026
C: 1.2662 -1.8532 -2.0346  -0.0004
C: 1.4110 -1.9280 -3.5534  0.0004
C: 2.4979 -2.9250 -3.9484  0.0000
C: 3.8347 -2.5620 -3.3079  -0.0001
C: 3.7223 -2.4744 -1.7840  0.0026
H: 3.8122 0.0137 1.8729  -0.0009
H: 5.5123 -1.0364 0.2358  0.0000
H: 5.8575 0.5336 0.9075  0.0000
H: 4.9434 -0.0259 -1.9481  0.0000
H: 6.4833 0.5724 -1.3956  0.0000
H: 5.0322 2.4050 -2.3011  0.0001
H: 5.4984 2.6740 -0.6310  0.0000
H: 2.8225 1.5506 -1.5634  -0.0001
H: 3.1003 3.1617 -0.9190  0.0000
H: 2.2139 1.6905 0.8866  0.0074
H: 3.8287 2.2562 1.2363  -0.0009
H: 2.5255 -2.1798 2.3556  0.2472
H: 1.6934 -3.7335 -0.0499  0.0062
H: 1.1649 -3.8647 1.5968  -0.0354
H: 3.6282 -5.1755 0.3941  0.0000
H: 2.1835 -5.9544 0.9978  0.0004
H: 3.9951 -6.1039 2.6876  -0.0001
H: 2.6748 -5.1350 3.2929  -0.0003
H: 5.4776 -4.3229 2.8545  -0.0007
H: 4.2206 -3.4744 3.7227  0.0012
H: 4.8374 -3.3017 0.7419  0.0006
H: 4.9408 -2.0404 1.9579  -0.0009
H: 2.9039 -0.5030 -1.8298  -0.0002
H: 0.4849 -1.1502 -1.7495  -0.0016
H: 0.9412 -2.8251 -1.6658  0.0003
H: 1.6711 -0.9330 -3.9410  -0.0002
H: 0.4539 -2.2045 -4.0010  -0.0001
H: 2.5961 -2.9723 -5.0334  0.0000
H: 2.2014 -3.9272 -3.6140  0.0000
H: 4.1747 -1.5950 -3.6969  0.0001
H: 4.5977 -3.2950 -3.5734  0.0000
H: 4.6846 -2.1825 -1.3583  -0.0002
H: 3.4806 -3.4648 -1.3834  -0.0002
F: -3.2079 -2.9684 -2.9814  0.0000
C: -2.6878 -2.3192 -1.9334  0.0005
C: -2.8376 -0.9474 -1.8522  -0.0005
C: -2.2946 -0.2972 -0.7574  -0.0056
C: -1.5592 -0.9537 0.2444  0.0134
C: -1.4469 -2.3438 0.0917  0.0127
C: -2.0223 -3.0395 -0.9646  -0.0001
H: -3.3908 -0.4173 -2.6199  -0.0001
H: -2.4816 0.7709 -0.6854  0.0001
H: -0.9018 -2.9361 0.8192  -0.0114
H: -1.9429 -4.1175 -1.0553  -0.0001
Cl: -0.7314 -3.6958 3.4631  0.1566
Ge: 0.4828 -2.0207 4.0023  0.2963
Cl: 0.9728 -2.3931 6.0124  0.1180
Cl: -1.2561 -0.5221 4.2682  0.0752

Atoms 1-2, force components in eV/Å:
0.8229 1.7697 -1.1424
0.0107 -0.0197 -0.0106

Summary:
E_HOMO (spin up / spin down): -12.54 / -12.54 eV
Relative energy (zero: lowest compared OMol25 entry of this formula, charge and spin): 0.0 kcal/mol
M: 1323.398 g mol⁻¹
Total charge: +2
LUMO energy (spin up / spin down): -6.15 / -8.48 eV
Frontier orbital gap (spin up / spin down): 6.395 / 4.061 eV
Max |F|: 2.3 eV/A
2S+1: 2